[1]
C22H27N5O5S as an isolated structure, computed with wB97M-V/def2-TZVPD.

Output
HOMO-LUMO gap: 7.3 eV
Energy above the lowest of the compared OMol25 structures with the same formula, charge and spin: 2208.47 kJ/mol

The geometry in XYZ format:
```
60
C22H27N5O5S, DFT wB97M-V/def2-TZVPD
C -6.583 -1.307 1.170
C -5.756 -1.267 -0.251
H -5.470 -2.169 -0.616
H -6.479 -0.832 -1.049
O -4.701 -0.654 -0.243
C -3.942 -0.540 -1.105
O -4.204 -1.180 -2.014
C -2.735 0.370 -0.996
C -1.608 0.550 -1.712
C -0.657 1.281 -0.840
C -1.414 1.810 0.381
N -2.665 1.107 0.215
H -3.214 0.798 0.950
C -0.837 2.348 1.626
H -0.074 2.960 1.261
H -1.729 2.680 2.297
S -0.089 0.803 2.747
C 1.340 0.728 1.916
N 2.255 1.875 1.415
N 3.150 1.302 0.916
C 2.991 -0.047 0.665
N 1.781 -0.316 1.579
C 1.315 -1.608 1.583
C 0.231 -1.932 0.578
O -0.976 -1.271 0.413
C -1.685 -2.145 1.550
H -1.408 -2.251 2.592
H -2.734 -1.589 1.453
H -1.878 -3.267 1.405
H 0.675 -1.543 -0.446
H 0.232 -2.956 0.189
H 0.807 -1.838 2.377
H 2.156 -2.417 1.472
C 3.925 -1.094 0.066
C 4.131 -0.914 -1.278
C 5.081 -1.536 -1.845
N 5.704 -2.686 -1.397
C 5.473 -2.776 0.343
C 4.605 -1.920 0.803
H 4.393 -1.946 1.951
H 6.102 -3.662 0.734
H 5.101 -1.617 -2.705
H 3.544 -0.133 -1.814
C 0.616 1.603 -1.184
O 1.362 1.077 -1.825
O 1.048 2.952 -0.909
C 2.270 3.451 -1.134
C 2.644 4.455 -0.085
H 1.767 5.458 -0.201
H 2.447 4.184 0.896
H 3.493 5.113 -0.405
H 2.946 2.792 -1.208
H 2.344 4.059 -2.281
C -1.217 -0.080 -2.881
H -1.721 -0.985 -3.023
H -1.569 0.821 -3.518
H -0.242 -0.228 -3.180
H -6.976 -0.297 1.462
H -7.512 -1.798 1.004
H -5.854 -1.776 2.134
```



[2]
C15H40N2NbO4 as an isolated structure, computed with wB97M-V/def2-TZVPD.

Output
Net charge: -1
HOMO-LUMO gap: 7.2 eV
Energy above the lowest of the compared OMol25 structures with the same formula, charge and spin: 320.38 kJ/mol

The geometry in XYZ format:
```
62
C15H40N2NbO4, DFT wB97M-V/def2-TZVPD
C 8.121 1.982 2.761
N 6.882 1.111 2.631
C 7.302 -0.375 2.593
C 6.184 1.439 1.302
O 6.705 1.128 0.102
C 4.738 2.269 1.366
Nb 3.077 1.342 0.117
C 1.870 0.651 1.917
C 1.930 1.629 3.228
N 1.777 2.992 3.254
H 8.991 1.474 3.379
H 8.566 2.170 1.669
H 7.927 3.035 3.238
H 7.055 -0.846 3.646
H 6.712 -0.929 1.734
H 8.456 -0.481 2.421
H 4.983 3.329 0.873
H 4.475 2.489 2.485
H 2.134 2.895 -0.010
H 4.037 1.734 -1.374
H 3.987 -0.259 0.182
H 1.877 0.497 -0.969
H 0.729 0.605 1.568
H 2.172 -0.476 2.129
H 2.132 1.105 4.281
H 1.582 3.290 2.273
C -3.668 2.623 2.089
C -2.563 1.583 2.189
C -2.516 0.956 3.573
O -1.309 2.198 1.907
H -3.505 3.438 2.803
H -3.682 3.074 1.091
H -4.648 2.177 2.286
H -2.722 0.803 1.437
H -2.312 1.712 4.340
H -1.708 0.218 3.634
H -3.461 0.460 3.814
H -1.159 2.892 2.570
C -0.583 -1.839 -1.496
C -2.004 -2.036 -0.994
C -2.995 -1.210 -1.798
O -2.077 -1.658 0.378
H -0.275 -0.792 -1.401
H 0.121 -2.430 -0.901
H -0.490 -2.136 -2.546
H -2.273 -3.096 -1.057
H -2.773 -0.140 -1.714
H -4.012 -1.352 -1.418
H -2.975 -1.488 -2.856
H -1.840 -0.718 0.443
C -6.463 -2.212 -4.600
C -5.227 -2.890 -5.169
C -5.565 -3.719 -6.398
O -4.652 -3.733 -4.174
H -7.209 -2.952 -4.290
H -6.207 -1.629 -3.709
H -6.920 -1.543 -5.337
H -4.479 -2.133 -5.429
H -6.279 -4.513 -6.151
H -4.668 -4.211 -6.789
H -5.995 -3.095 -7.188
H -5.309 -4.408 -3.936
```



[3]
A 6-piece molecular cluster, C21H43O16 overall, computed with wB97M-V/def2-TZVPD.

Output
Net charge: -1
HOMO-LUMO gap: 4.2 eV
Energy above the lowest of the compared OMol25 structures with the same formula, charge and spin: 310.79 kJ/mol

The geometry in XYZ format:
```
80
C21H43O16, DFT wB97M-V/def2-TZVPD
C 7.682 -3.210 6.737
O 8.528 -3.061 5.566
H 8.272 -3.388 7.636
H 6.998 -2.373 6.877
H 7.147 -4.139 6.542
C 0.626 -0.738 3.231
C 0.652 -1.796 4.285
O 1.877 -1.993 5.004
C 1.983 -1.817 6.374
O 1.091 -1.629 7.149
O 3.326 -1.931 6.689
C 3.784 -1.620 7.978
H 0.007 -1.089 2.406
H 1.636 -0.627 2.836
H 0.240 0.198 3.635
H 0.436 -2.815 3.965
H -0.168 -1.517 4.945
H 3.754 -2.530 8.577
H 3.222 -0.824 8.468
H 4.848 -1.416 7.865
C 6.728 1.101 9.007
C 7.852 1.092 7.989
O 9.207 1.377 8.406
C 10.255 1.040 7.659
O 10.194 0.270 6.652
O 11.394 1.603 8.227
C 12.666 1.364 7.614
H 5.791 1.242 8.468
H 6.867 1.927 9.704
H 6.592 0.106 9.432
H 7.728 1.845 7.210
H 7.907 0.130 7.479
H 13.416 1.921 8.174
H 12.787 1.565 6.550
H 12.939 0.310 7.663
C 4.816 -0.233 4.182
C 6.394 -0.323 4.208
O 6.929 1.008 4.366
C 8.231 1.294 4.210
O 9.118 0.473 3.989
O 8.405 2.625 4.624
C 9.700 3.124 4.774
H 4.566 0.075 3.167
H 4.400 0.432 4.938
H 4.503 -1.255 4.400
H 6.674 -0.780 3.258
H 6.585 -0.999 5.041
H 10.050 2.940 5.790
H 9.575 4.207 4.784
H 10.439 2.701 4.093
C 8.737 -1.680 10.766
C 9.689 -1.899 9.544
O 11.015 -1.884 9.935
C 11.985 -1.945 9.017
O 11.745 -2.012 7.796
O 13.155 -2.049 9.683
C 14.391 -2.140 8.962
H 7.672 -1.795 10.568
H 8.939 -0.655 11.077
H 9.045 -2.252 11.642
H 9.612 -1.097 8.809
H 9.433 -2.778 8.952
H 14.717 -1.244 8.433
H 14.365 -2.913 8.193
H 15.114 -2.396 9.736
C 4.306 -6.785 7.849
C 3.717 -6.058 6.638
O 3.081 -6.818 5.609
C 1.862 -7.319 5.707
O 1.299 -7.728 4.719
O 1.487 -7.455 6.979
C 0.196 -8.019 7.228
H 4.565 -7.809 7.583
H 3.497 -6.709 8.577
H 5.165 -6.354 8.364
H 4.624 -5.683 6.163
H 3.131 -5.152 6.789
H 0.261 -9.012 6.783
H -0.642 -7.598 6.674
H -0.141 -8.268 8.234
```



[4]
A 2-piece molecular cluster, C5H11NO2 overall, computed with wB97M-V/def2-TZVPD.

Output
Structure (SMILES): CC(C)=[NH+][O-].C=CO
HOMO-LUMO gap: 8.9 eV
Energy above the lowest of the compared OMol25 structures with the same formula, charge and spin: 460.04 kJ/mol

The geometry in XYZ format:
```
19
C5H11NO2, DFT wB97M-V/def2-TZVPD
C 1.799 1.054 0.145
C 1.265 -0.431 0.121
C 1.184 -1.336 1.374
N 0.821 -0.999 -0.933
O 0.386 -2.174 -1.065
H 1.818 1.435 1.122
H 1.398 1.636 -0.739
H 2.801 0.922 -0.282
H 0.802 -0.799 2.304
H 2.055 -1.849 1.582
H 0.487 -2.143 1.118
H 0.883 -0.436 -1.820
C -2.868 0.853 -1.050
C -1.803 0.974 -0.289
O -1.365 0.238 0.680
H -3.567 0.064 -0.789
H -2.914 1.503 -1.861
H -1.151 1.778 -0.643
H -2.030 -0.291 1.025
```



[5]
One molecule with the formula C4H5FO2S, computed with wB97M-V/def2-TZVPD.

Output
HOMO-LUMO gap: 11.0 eV
Energy above the lowest of the compared OMol25 structures with the same formula, charge and spin: 292.25 kJ/mol

The geometry in XYZ format:
```
13
C4H5FO2S, DFT wB97M-V/def2-TZVPD
C -0.208 -1.290 -0.012
C 1.033 -0.961 0.148
C -1.320 -0.213 0.098
C -0.581 1.129 -0.242
O 2.314 1.254 -0.617
O 0.297 1.382 0.826
F 1.936 -2.190 0.342
S 1.815 0.675 0.612
H -0.254 -2.284 -0.200
H -2.238 -0.291 -0.510
H -1.482 -0.298 1.144
H -0.038 1.075 -1.156
H -1.273 2.013 -0.433
```



[6]
C13H20N9RhS4 as an isolated structure, computed with wB97M-V/def2-TZVPD.

Output
Net charge: +2
HOMO-LUMO gap: 7.4 eV
Energy above the lowest of the compared OMol25 structures with the same formula, charge and spin: 27.58 kJ/mol

The geometry in XYZ format:
```
47
C13H20N9RhS4, DFT wB97M-V/def2-TZVPD
Rh 0.456 -0.540 0.136
C 5.093 -2.832 -1.124
S 5.146 -1.175 -0.409
C 3.493 -0.834 -0.084
S 2.189 -1.835 -0.707
N 3.300 0.243 0.633
N 1.990 0.539 0.872
C 1.701 1.468 1.700
C 0.281 1.628 2.052
C -0.172 2.547 2.974
C -1.531 2.592 3.270
C -2.396 1.751 2.595
C -1.871 0.849 1.681
N -0.565 0.774 1.438
H 6.079 -3.003 -1.549
H 4.343 -2.891 -1.909
H 4.899 -3.566 -0.346
H 2.499 2.054 2.142
H 0.538 3.199 3.466
H -1.905 3.278 4.018
H -3.462 1.787 2.773
H -2.504 0.167 1.128
N 0.208 -2.267 1.727
N -0.459 -3.376 1.194
C -1.079 -3.325 0.006
N -1.707 -4.414 -0.419
S -1.124 -1.913 -0.923
H 1.159 -2.531 1.974
H -0.283 -1.955 2.560
H -0.467 -4.229 1.734
H -1.764 -5.265 0.118
H -2.159 -4.394 -1.319
C -3.985 1.533 -1.951
C -2.902 2.348 -2.650
C -1.522 1.969 -2.222
N -1.218 0.971 -1.478
N 0.146 0.844 -1.295
C 0.861 1.771 -1.892
N 2.194 1.865 -1.820
S -0.124 2.880 -2.762
H -4.959 1.816 -2.344
H -3.979 1.722 -0.877
H -3.840 0.467 -2.118
H -3.047 3.415 -2.469
H -2.968 2.209 -3.732
H 2.732 1.104 -1.433
H 2.683 2.558 -2.360
```



[7]
C3H6ClNO4S as an isolated structure, computed with wB97M-V/def2-TZVPD.

Output
HOMO-LUMO gap: 10.3 eV
Energy above the lowest of the compared OMol25 structures with the same formula, charge and spin: 89.43 kJ/mol

The geometry in XYZ format:
```
16
C3H6ClNO4S, DFT wB97M-V/def2-TZVPD
C -0.785 0.539 -0.105
C -1.013 1.700 -1.018
C 2.288 -1.007 -0.985
N 0.199 -0.277 -0.090
O -1.677 0.317 0.893
O 0.185 -0.209 2.608
O -1.107 -2.091 1.510
O 1.184 -0.018 -1.087
S -0.967 -0.753 1.949
Cl -2.498 -0.689 3.188
H -2.124 1.833 -1.240
H -0.592 2.660 -0.642
H -0.618 1.458 -2.055
H 2.340 -1.211 0.163
H 3.047 -0.364 -1.415
H 2.136 -1.887 -1.672
```



[8]
C36H28MoN6O9S as an isolated structure, computed with wB97M-V/def2-TZVPD.

Output
Net charge: -2
HOMO-LUMO gap: 6.9 eV
Energy above the lowest of the compared OMol25 structures with the same formula, charge and spin: 0.00 kJ/mol

The geometry in XYZ format:
```
81
C36H28MoN6O9S, DFT wB97M-V/def2-TZVPD
Mo 0.794 -1.836 -1.018
O -1.471 0.082 -3.849
C -0.329 0.910 -3.830
C 0.911 0.101 -3.334
O 2.004 0.631 -3.294
O 0.607 -1.100 -2.962
C -0.509 2.028 -2.792
C -1.326 1.793 -1.692
C -1.444 2.742 -0.686
C -0.760 3.945 -0.779
C 0.048 4.188 -1.881
C 0.179 3.233 -2.878
C -0.160 1.496 -5.231
C -1.322 1.834 -5.924
C -1.260 2.396 -7.189
C -0.028 2.631 -7.789
C 1.130 2.297 -7.107
C 1.069 1.736 -5.835
H -1.209 -0.734 -3.388
H -1.859 0.854 -1.622
H -2.061 2.525 0.178
H -0.837 4.679 0.014
H 0.598 5.119 -1.955
H 0.832 3.419 -3.721
H -2.279 1.636 -5.460
H -2.176 2.649 -7.710
H 0.024 3.067 -8.779
H 2.098 2.469 -7.564
H 1.975 1.481 -5.304
O 5.237 -5.375 0.680
C 4.344 -5.297 1.665
O 4.532 -5.870 2.719
C 3.137 -4.488 1.413
C 2.070 -4.309 2.298
N 1.131 -3.529 1.763
N 1.555 -3.180 0.535
C 2.743 -3.741 0.300
C 3.324 -3.490 -1.043
O 4.406 -4.000 -1.368
O 2.599 -2.749 -1.786
H 4.945 -4.854 -0.132
H 1.942 -4.730 3.283
H -0.331 -3.844 2.560
N -0.706 1.408 6.531
C -1.080 0.263 5.805
C -0.225 -0.265 4.838
C -0.573 -1.406 4.137
C -1.777 -2.043 4.409
C -2.627 -1.535 5.376
C -2.282 -0.387 6.076
S -2.323 -3.443 3.418
O -0.917 -4.200 3.311
O -3.161 -4.235 4.336
N -0.966 -2.162 -0.666
C -1.960 -1.476 -0.071
N -3.067 -1.228 -0.819
C -4.002 -0.470 -0.276
C -3.919 0.048 1.008
C -2.785 -0.319 1.718
N -1.821 -1.067 1.214
H -0.031 1.980 6.046
H -1.491 1.964 6.835
H 0.715 0.232 4.623
H 0.087 -1.790 3.368
H -3.556 -2.053 5.583
H -2.944 0.007 6.840
H -4.868 -0.263 -0.902
H -4.693 0.670 1.435
H -2.647 0.004 2.749
C 1.108 -0.342 -0.223
C 1.347 0.897 0.477
C 2.183 1.872 -0.077
C 2.405 3.064 0.594
C 1.804 3.304 1.824
C 0.967 2.341 2.377
C 0.733 1.150 1.710
H 2.633 1.678 -1.043
H 3.046 3.816 0.150
H 1.980 4.239 2.344
H 0.478 2.527 3.327
H 0.062 0.401 2.110
```



[9]
A 13-piece molecular cluster, C21H57F3NO14 overall, computed with wB97M-V/def2-TZVPD.

Output
Net charge: +1
HOMO-LUMO gap: 7.0 eV

The geometry in XYZ format:
```
96
C21H57F3NO14, DFT wB97M-V/def2-TZVPD
C 0.543 3.082 -0.869
C 0.669 2.193 -2.088
F 1.602 2.678 -2.975
C -0.662 2.122 -2.815
C -1.709 1.357 -2.069
C -1.362 0.264 -1.287
N -2.325 -0.425 -0.671
F -1.943 -1.485 0.072
C -3.626 -0.158 -0.727
C -4.030 0.937 -1.460
C -3.064 1.686 -2.120
C -3.477 2.857 -2.962
O -3.530 2.837 -4.129
O -3.779 4.011 -2.297
F -3.663 3.786 -0.913
H 1.489 3.177 -0.357
H 0.173 4.040 -1.214
H -0.190 2.603 -0.228
H 1.027 1.209 -1.787
H -0.499 1.573 -3.747
H -1.023 3.108 -3.087
H -0.354 -0.080 -1.141
H -4.345 -0.773 -0.212
H -5.069 1.204 -1.529
C -3.767 -3.920 -1.747
O -3.530 -2.796 -2.620
H -4.601 -4.483 -2.156
H -2.885 -4.560 -1.705
H -4.025 -3.582 -0.742
H -2.789 -2.307 -2.259
C -0.567 1.918 2.652
O 0.704 2.141 2.046
H -1.336 2.059 1.887
H -0.627 0.905 3.048
H -0.735 2.633 3.460
H 1.368 2.018 2.735
C -0.696 -1.739 4.401
O -1.307 -0.493 4.726
H -0.970 -1.993 3.379
H 0.392 -1.673 4.469
H -1.052 -2.528 5.069
H -1.062 -0.276 5.630
C -0.568 -3.069 -4.765
O -1.336 -3.976 -3.971
H 0.397 -3.526 -4.962
H -1.067 -2.864 -5.714
H -0.404 -2.127 -4.230
H -2.177 -3.532 -3.791
C 2.336 0.464 -5.379
O 1.376 -0.048 -4.451
H 1.848 1.242 -5.959
H 3.190 0.896 -4.855
H 2.679 -0.322 -6.054
H 1.809 -0.740 -3.941
C 3.195 -0.434 4.822
O 2.585 0.817 5.145
H 2.922 -0.693 3.803
H 4.283 -0.361 4.893
H 2.843 -1.218 5.495
H 2.832 1.028 6.053
C 2.954 4.685 3.727
O 1.962 4.135 4.589
H 2.506 5.506 3.173
H 3.797 5.066 4.309
H 3.310 3.929 3.021
H 2.373 3.407 5.067
C 1.612 0.463 8.913
O 2.888 0.678 8.310
H 0.859 0.604 8.142
H 1.533 -0.552 9.307
H 1.435 1.180 9.717
H 3.558 0.556 8.989
C 4.853 -2.942 2.555
O 3.578 -3.206 3.139
H 5.232 -2.024 2.996
H 5.555 -3.751 2.767
H 4.770 -2.808 1.474
H 3.243 -4.018 2.751
C -4.549 -5.034 -5.454
O -5.077 -3.746 -5.139
H -4.843 -5.266 -6.473
H -3.458 -5.042 -5.389
H -4.958 -5.800 -4.789
H -4.823 -3.528 -4.238
C 2.752 -4.998 -3.862
O 2.169 -3.973 -3.057
H 3.734 -4.651 -4.173
H 2.867 -5.924 -3.295
H 2.146 -5.192 -4.751
H 1.299 -4.282 -2.783
C -0.505 7.054 -0.201
O -0.387 6.329 -1.426
H 0.102 6.542 0.542
H -0.138 8.075 -0.316
H -1.541 7.078 0.143
H -0.920 6.783 -2.085
```